{"formula": "C4H6N2O", "method": "ωB97M-V/def2-TZVPD", "e_lumo_ev": 0.60, "orbital_gap_ha": 0.32696, "max_force_ev_per_a": 0.2, "species": ["N", "C", "C", "C", "C", "O", "N", "H", "H", "H", "H", "H", "H"], "coordinates": [[-1.82664, -0.59676, -0.03046], [-0.95005, -0.05938, 0.83869], [-0.40315, 1.26501, 0.58371], [0.70088, 0.99292, -0.15428], [0.80229, -0.46033, -0.27110], [1.92387, -1.10168, -0.69088], [0.12312, -0.95102, 0.90391], [-0.71170, -0.66546, -0.92127], [-2.50809, 0.09088, -0.35467], [-0.93619, 2.20262, 0.67595], [1.32347, 1.69053, -0.70474], [2.68377, -0.50723, -0.65255], [-0.22157, -1.90009, 0.77770]]}